This record from the Open Molecules 2025 dataset describes the ion C6H11N with charge -1. The level of theory is ωB97M-V/def2-TZVPD.

Cartesian coordinates (Å):
C  0.87018  0.43439  -0.39463
N  -1.24821  1.53058  -0.92195
C  1.56829  -0.87179  -0.12252
H  -3.25343  0.33014  0.91811
C  3.04464  -1.07962  -0.20595
H  3.61586  -1.41698  -1.04848
C  -1.07140  -0.05935  1.00541
C  -2.48777  -0.54739  0.83087
H  -0.34217  -0.62411  1.47236
H  1.88816  -1.09173  -1.14066
H  0.78747  -1.51750  0.29151
H  1.44864  1.07783  -0.99781
H  3.50375  -1.19511  0.75641
H  -1.85119  2.03134  -0.32469
H  -2.61919  -1.01931  -0.23118
H  -2.80682  -1.29423  1.66732
H  -0.65101  2.27529  -1.37433
C  -0.42105  0.74549  -0.03564

⟨S²⟩	0.783
2S+1	2
LUMO (alpha / beta)	3.9 / 3.7	eV
E_HOMO (alpha / beta)	-1.05 / -1.01	eV
total charge	-1

Results of the Mulliken charge analysis, in e, for atoms 1 through 6: number 1, C, carries -1.081; number 2, N, carries -0.666; number 3, C, carries -0.428; number 4, H, carries 0.214; number 5, C, carries -1.019; number 6, H, carries 0.094

---

This record from the Open Molecules 2025 dataset describes the molecule C2H5NO. The level of theory is ωB97M-V/def2-TZVPD.

Cartesian coordinates (Å):
N  -0.13873  -0.52743  0.86688
C  -1.01667  -0.08853  -0.05512
O  1.69227  -0.83449  -0.88331
H  -0.10937  0.05299  1.70104
C  1.05227  -0.01189  -0.27541
H  -1.76134  0.68401  0.14371
H  0.11593  0.63182  -0.92159
H  1.39466  0.84985  0.30832
H  -1.22902  -0.75633  -0.88452

LUMO	0.2	eV
E_HOMO	-9.23	eV

Results of the Mulliken charge analysis, in e, for atoms 1 through 6: number 1, N, carries -0.452; number 2, C, carries -0.403; number 3, O, carries -0.530; number 4, H, carries 0.259; number 5, C, carries 0.060; number 6, H, carries 0.260

---

This record from the Open Molecules 2025 dataset describes a structure of composition C6H13N3. The level of theory is ωB97M-V/def2-TZVPD.

Cartesian coordinates (Å):
H  0.02902  -2.59284  -0.02865
H  -2.43872  1.81740  -1.00836
C  0.81896  -2.07837  0.51763
H  2.09184  1.15034  -1.48610
N  -1.51964  1.50423  -1.28705
C  -1.89575  -0.37419  0.22827
C  0.76973  0.73504  1.05076
H  1.66132  -2.76267  0.63633
H  -2.05518  -1.31540  -0.30128
C  -0.96168  0.49754  -0.53640
H  0.42964  -1.89042  1.53036
H  0.87207  0.87519  -2.54135
N  1.08275  1.16285  -1.58980
H  0.60672  0.85571  2.95765
C  1.27125  -0.81843  -0.14098
H  -1.49184  -0.57256  1.22165
H  1.46862  1.56992  0.92995
C  0.42383  0.22688  -0.69537
H  -2.86361  0.11439  0.35224
H  2.32327  -0.68702  -0.37997
N  0.25143  0.35326  2.14721
H  -0.87403  2.22915  -1.57673

LUMO	1.1	eV
E_HOMO	-5.79	eV

Results of the Mulliken charge analysis, in e, for atoms 1 through 6: number 1, H, carries 0.263; number 2, H, carries 0.233; number 3, C, carries -1.292; number 4, H, carries 0.252; number 5, N, carries -0.516; number 6, C, carries -1.380

---

This record from the Open Molecules 2025 dataset describes a structure of composition C15H12BrMoO7P2. The level of theory is ωB97M-V/def2-TZVPD.

Cartesian coordinates (Å):
P  4.06480  -3.52060  -0.69692
C  -0.77091  -0.15949  -2.10601
H  -0.22268  2.17762  2.32439
C  -3.45707  2.95624  2.97488
H  4.57957  -2.65347  3.00862
O  3.54284  -4.51624  0.47542
O  5.51975  -3.51579  -0.87287
H  -3.73328  1.30694  0.03407
O  3.30395  -2.21922  -0.40411
Br  4.33418  0.69145  0.23943
H  -0.09735  -0.84822  -1.61268
C  -1.01657  1.02753  0.05556
O  3.27447  -0.67099  2.88045
O  3.33127  -4.16963  -1.97044
Mo  2.96366  -1.11104  1.31195
O  4.47291  -2.97667  2.10541
C  -1.29434  2.24972  2.18862
H  4.01100  -4.36913  -2.62316
H  -0.59076  -1.11489  -4.00411
C  -1.90216  0.58469  -4.09620
H  -3.10871  2.34573  -3.86884
H  -1.61236  3.29448  4.02234
H  -2.11265  0.47464  -5.15236
C  -4.03802  2.39478  1.84501
C  -1.04882  -0.30384  -3.45235
C  -1.86182  1.70182  1.02522
O  2.03643  -2.89575  1.80202
P  3.11920  -4.02403  1.98590
C  -3.25631  1.77616  0.88443
C  0.19988  0.47300  0.49640
C  -2.19465  1.77525  -2.02394
C  1.25126  -0.02404  0.85913
H  -2.60673  2.62160  -1.48995
H  -5.11328  2.42477  1.71766
C  -2.07877  2.87281  3.14076
C  -1.35152  0.87563  -1.35382
H  -4.07127  3.43950  3.72387
C  -2.46511  1.62868  -3.37377

⟨S²⟩	2.039
2S+1	3
LUMO (alpha / beta)	2.6 / 1.0	eV
E_HOMO (alpha / beta)	-4.30 / -6.44	eV
total charge	-1

Results of the Mulliken charge analysis, in e, for atoms 1 through 6: number 1, P, carries 0.824; number 2, C, carries -0.675; number 3, H, carries 0.392; number 4, C, carries -0.412; number 5, H, carries 0.361; number 6, O, carries -0.139

---

This record from the Open Molecules 2025 dataset describes a structure of composition C17H30CoF3N6O2. The level of theory is ωB97M-V/def2-TZVPD.

Cartesian coordinates (Å):
H  -3.40339  -2.36657  0.50339
H  2.95935  -0.38205  2.12917
H  -0.49931  5.40140  -0.62574
C  3.24907  1.65038  -0.52467
H  3.17727  -0.30531  -0.06799
C  1.98415  1.51005  2.41326
O  0.80457  -1.56404  0.79730
C  1.62357  5.06395  -0.67818
N  -1.38244  -1.09135  -0.98769
H  4.02130  1.02216  1.93131
N  2.75639  0.54376  0.28686
H  -3.86747  -2.00745  -1.90534
C  -3.47271  -3.00796  -2.09726
H  -1.91874  -0.63026  -1.72280
H  0.43067  0.19269  2.45427
C  0.29677  4.66952  -0.62273
C  -2.33148  -3.35900  -1.13356
H  -3.43550  -4.11932  0.55684
F  3.22436  -3.29386  -0.07795
H  -0.56473  2.09852  3.47062
C  0.00202  3.31785  -0.55650
C  2.61106  4.09370  -0.63521
C  2.24141  2.76040  -0.57256
N  0.63397  1.09341  2.02478
Co  0.50984  0.36625  -0.05804
H  -4.29393  -3.71595  -1.98021
H  -0.74611  -2.54423  -2.22477
H  2.11836  2.54882  2.10303
H  1.88410  6.11167  -0.74136
H  -2.06529  3.60508  -0.07899
H  -3.12932  -3.05897  -3.13225
C  -0.40013  2.06240  2.38945
C  1.89917  -3.38304  -0.31358
N  -1.17227  -2.46258  -1.31186
H  -0.06153  3.05179  2.07424
H  -2.33140  1.08820  -0.11796
O  1.46350  -1.24102  -1.28708
C  -1.71020  1.72303  1.68934
H  -2.08293  0.77072  2.07329
H  -1.94426  -3.27592  0.99037
H  -1.11237  -5.08157  -0.66340
C  -1.83153  -4.77102  -1.41803
H  -1.74576  2.64630  -1.52702
H  3.65687  4.36746  -0.64822
N  0.95740  2.38188  -0.56213
H  -1.35341  -4.82540  -2.39777
H  3.37603  1.28100  -1.54551
C  3.01992  0.62860  1.72479
C  1.30316  -1.96145  -0.28701
H  4.21715  2.02491  -0.17629
N  -1.51677  1.57084  0.23966
H  -2.45408  2.49492  1.91499
C  -1.41857  2.82778  -0.50015
F  1.73489  -3.97974  -1.49406
F  1.37283  -4.16189  0.63516
C  -2.80552  -3.26332  0.31875
H  -1.93443  -1.10836  -0.13896
H  -2.66701  -5.47035  -1.40514
H  2.12344  1.46254  3.49707

⟨S²⟩	0.755
2S+1	2
LUMO (alpha / beta)	-3.1 / -2.8	eV
E_HOMO (alpha / beta)	-11.10 / -11.05	eV
total charge	+1

Results of the Mulliken charge analysis, in e, for atoms 1 through 6: number 1, H, carries 0.406; number 2, H, carries 0.409; number 3, H, carries 0.481; number 4, C, carries -1.404; number 5, H, carries 0.361; number 6, C, carries -0.776

---

This record from the Open Molecules 2025 dataset describes the molecule C5H7NO. The level of theory is ωB97M-V/def2-TZVPD.

Cartesian coordinates (Å):
C  -0.40108  0.24263  0.27328
C  0.15838  -0.92786  0.12698
C  -2.67927  0.52056  -0.15651
H  -3.50751  1.14408  0.16306
H  -2.70169  0.34536  -1.23371
C  -1.38346  1.08933  0.37425
C  2.20927  0.00282  0.08253
H  4.16226  0.40964  -0.06557
H  -2.79094  -0.45913  0.33279
N  3.44566  -0.24884  -0.31737
H  -1.37113  1.90781  1.09200
O  1.45531  -1.05789  -0.31928
H  3.70299  -1.10657  -0.79434
H  -0.29880  -1.86195  0.44188

LUMO	1.0	eV
E_HOMO	-8.02	eV

Results of the Mulliken charge analysis, in e, for atoms 1 through 6: number 1, C, carries 0.099; number 2, C, carries -0.032; number 3, C, carries -0.931; number 4, H, carries 0.331; number 5, H, carries 0.285; number 6, C, carries -0.249

---

This record from the Open Molecules 2025 dataset describes a structure of composition C17H19FeN3S5Si. The level of theory is ωB97M-V/def2-TZVPD.

Cartesian coordinates (Å):
C  -0.41045  -2.18578  -4.75216
H  -0.23652  -3.97979  -5.93315
S  -2.35037  0.69627  -1.39634
H  2.61742  -1.13153  -0.64227
Fe  -0.29831  -0.12017  -0.13792
C  -1.99354  0.86609  2.69380
C  3.41406  -0.50436  -0.23315
H  4.31902  -1.11382  -0.15170
C  -0.06960  -4.39307  -3.83871
H  -2.65507  1.60612  4.60119
C  -1.24315  1.67551  -2.30783
S  -1.69708  2.58041  -3.65321
N  -0.96967  0.59572  1.89062
H  -4.11328  1.20756  2.59848
C  0.32057  0.80410  2.27681
H  -0.54870  -0.55840  -3.34380
C  -0.07681  -3.82951  -2.56840
H  3.63324  2.52628  0.97618
C  -0.23824  -3.56016  -4.93363
C  -0.49268  1.62538  4.39060
H  1.59204  1.52995  3.88476
S  -0.01078  -2.91718  1.48489
C  -3.36372  0.53532  2.17658
C  -1.80496  1.38896  3.96763
H  4.41821  -1.19269  2.79272
C  -0.06130  -3.03379  -0.19594
H  -3.38048  0.60879  1.09069
C  0.57189  1.34552  3.57235
H  3.66804  2.18159  2.71041
C  3.33967  -1.00123  2.77869
C  -0.24722  -2.45142  -2.38226
S  0.42494  1.46166  -1.84267
H  -0.54469  -1.54199  -5.61274
C  3.87194  1.76201  1.72048
C  -0.41816  -1.62000  -3.48845
Si  2.86878  0.19605  1.41044
N  1.19856  0.46811  1.34617
H  0.06335  -5.46095  -3.96836
H  4.94400  1.54232  1.65996
H  -3.62389  -0.48875  2.45722
H  2.81317  -1.94918  2.63721
H  3.59750  0.29694  -0.95430
H  3.05195  -0.59937  3.75539
H  -0.31371  2.03857  5.37908
N  -0.23348  -2.03837  -1.05345
S  0.10127  -4.59331  -1.01760

⟨S²⟩	6.012
2S+1	5
LUMO (alpha / beta)	4.4 / 4.4	eV
E_HOMO (alpha / beta)	-0.76 / -1.25	eV
total charge	-2

Results of the Mulliken charge analysis, in e, for atoms 1 through 6: number 1, C, carries -0.807; number 2, H, carries 0.335; number 3, S, carries -0.475; number 4, H, carries 0.062; number 5, Fe, carries 0.144; number 6, C, carries 0.366

---

This record from the Open Molecules 2025 dataset describes a cluster of 2 separate species, C5H11NO in total. The level of theory is ωB97M-V/def2-TZVPD.

Cartesian coordinates (Å):
C  -0.22879  -0.03311  -1.57569
O  0.57486  -3.47630  0.66396
C  -0.21449  0.58626  2.44995
C  -0.28554  0.89544  1.10049
H  1.67615  0.62719  -1.36020
H  0.71394  0.30138  2.86348
H  0.12078  -1.09209  -1.54093
H  -0.19758  -2.92321  0.99986
H  -1.21557  0.96546  0.55276
C  0.72848  1.00639  -1.06957
H  1.64179  0.83955  0.95420
H  1.32733  -2.79853  0.87627
H  -1.86699  -0.32776  -2.92761
H  -1.89220  1.21949  -1.77438
C  -1.40002  0.34248  -2.19722
H  0.76245  1.97125  -1.54444
H  -1.03866  0.70214  3.16382
N  0.79403  1.19396  0.36522

SMILES	C=CCNC=C.O
LUMO	0.6	eV
E_HOMO	-7.89	eV

Results of the Mulliken charge analysis, in e, for atoms 1 through 6: number 1, C, carries -0.163; number 2, O, carries -0.668; number 3, C, carries -1.071; number 4, C, carries 0.335; number 5, H, carries 0.318; number 6, H, carries 0.218

---

Number 1: largest force on an atom 3.81 eV/A, molar mass 97.16 g mol⁻¹. Number 2: largest force on an atom 0.52 eV/A, molar mass 59.07 g mol⁻¹. Number 3: largest force on an atom 1.97 eV/A, molar mass 127.19 g mol⁻¹. Number 4: largest force on an atom 0.54 eV/A, molar mass 542.05 g mol⁻¹. Number 5: largest force on an atom 2.38 eV/A, molar mass 466.39 g mol⁻¹. Number 6: largest force on an atom 0.80 eV/A, molar mass 97.12 g mol⁻¹. Number 7: largest force on an atom 0.60 eV/A, molar mass 509.63 g mol⁻¹. Number 8: largest force on an atom 3.67 eV/A, molar mass 101.15 g mol⁻¹.